This record from OMol25 describes C43H106AsF6N6O6 as an isolated structure in a non-equilibrium geometry. The level of theory is ωB97M-V with the def2-TZVPD basis set.

* orbital gap: 5.871 eV
* E_LUMO: -12.85 eV

ORCA input file:
```
! wB97M-V def2-TZVPD RIJCOSX def2/J DEFGRID3
* xyz 5 1
As 1.060 0.930 0.344
F 2.398 1.074 -0.889
F 1.124 -0.837 0.104
F -0.247 0.721 1.595
F 0.914 2.746 0.529
F -0.208 1.056 -0.943
F 2.240 0.771 1.676
C 4.941 2.734 -8.029
C 4.287 3.604 -6.899
C 3.441 4.767 -7.429
C 2.440 5.396 -6.438
C 1.532 4.326 -6.047
C 2.208 2.986 -5.443
N 3.545 2.615 -6.033
O 4.331 1.632 -5.350
C 1.246 1.834 -5.613
C 2.506 3.171 -3.915
C 5.390 4.272 -5.944
H 5.791 2.159 -7.661
H 5.301 3.323 -8.872
H 4.216 1.972 -8.318
H 2.756 4.420 -8.202
H 4.179 5.536 -7.656
H 1.911 6.211 -6.931
H 2.902 5.943 -5.616
H 0.931 3.931 -6.867
H 0.797 4.641 -5.306
H 0.447 1.886 -4.873
H 1.757 0.892 -5.415
H 0.904 1.836 -6.648
H 1.699 3.619 -3.335
H 3.214 3.982 -3.742
H 2.758 2.253 -3.383
H 5.865 3.492 -5.350
H 4.915 4.790 -5.111
H 6.019 4.889 -6.587
C 2.252 -6.095 0.077
C 2.547 -4.627 0.222
N 3.985 -4.260 0.454
C 3.961 -2.753 0.447
C 4.515 -4.755 1.807
C 3.746 -4.174 3.043
C 4.892 -4.853 -0.661
C 6.196 -4.094 -0.961
O 6.933 -3.692 0.214
C 7.910 -2.714 -0.062
H 2.317 -6.559 1.062
H 2.979 -6.536 -0.605
H 1.275 -6.293 -0.364
H 1.952 -4.272 1.063
H 2.116 -4.110 -0.635
H 4.891 -2.409 0.901
H 3.178 -2.325 1.073
H 4.009 -2.273 -0.530
H 5.567 -4.568 2.021
H 4.372 -5.834 1.736
H 4.192 -4.524 3.974
H 2.762 -4.643 3.068
H 3.798 -3.090 3.146
H 4.347 -4.751 -1.600
H 5.158 -5.910 -0.640
H 5.849 -3.321 -1.647
H 6.864 -4.802 -1.451
H 7.418 -1.749 -0.179
H 8.551 -2.976 -0.903
H 8.530 -2.647 0.832
C 0.321 5.503 2.699
C 0.557 4.390 3.789
N -0.700 3.956 4.572
C -1.616 5.122 4.984
C -1.507 2.942 3.699
C -2.763 2.285 4.426
C -0.310 3.309 5.885
C 0.593 2.041 5.849
O 1.739 2.271 5.090
C 2.471 1.126 4.572
H 1.217 5.828 2.169
H -0.009 6.444 3.139
H -0.433 5.387 1.921
H 1.328 4.602 4.529
H 0.876 3.465 3.310
H -0.952 5.866 5.426
H -2.323 4.793 5.745
H -2.105 5.419 4.057
H -0.832 2.140 3.399
H -1.755 3.376 2.730
H -2.526 1.567 5.211
H -3.334 1.722 3.687
H -3.372 3.113 4.790
H -1.235 3.071 6.410
H 0.130 4.027 6.577
H 0.000 1.140 5.696
H 1.026 1.803 6.821
H 3.453 1.328 4.143
H 1.826 0.608 3.862
H 2.725 0.607 5.495
C -4.826 -3.109 5.126
C -4.041 -3.854 3.939
N -4.322 -3.186 2.612
C -3.577 -3.965 1.495
C -5.867 -2.996 2.296
C -6.720 -4.300 2.363
C -3.818 -1.741 2.636
C -2.312 -1.473 3.025
O -2.056 -1.686 4.426
C -0.742 -1.500 4.745
H -5.874 -3.411 5.115
H -4.614 -2.042 5.053
H -4.404 -3.392 6.091
H -4.595 -4.773 3.750
H -2.952 -3.892 3.939
H -3.799 -5.033 1.497
H -2.498 -3.938 1.648
H -3.884 -3.622 0.507
H -5.934 -2.597 1.284
H -6.294 -2.219 2.930
H -7.004 -4.546 3.386
H -6.242 -5.167 1.906
H -7.714 -4.210 1.925
H -4.456 -1.008 3.129
H -3.816 -1.430 1.592
H -2.147 -0.414 2.826
H -1.590 -2.007 2.408
H -0.355 -0.633 4.210
H -0.068 -2.265 4.359
H -0.687 -1.252 5.805
C -3.157 2.375 0.104
N -3.134 3.235 -1.120
C -1.955 4.161 -0.966
C -2.910 2.242 -2.321
C -4.512 3.981 -1.205
C -5.691 3.042 -1.330
O -6.775 3.835 -1.771
H -3.348 2.900 1.040
H -2.225 1.823 0.230
H -3.910 1.590 0.036
H -1.052 3.911 -1.522
H -1.655 4.240 0.079
H -2.332 5.105 -1.361
H -3.294 2.851 -3.139
H -3.403 1.282 -2.172
H -1.854 2.044 -2.505
H -4.480 4.654 -2.062
H -4.753 4.658 -0.386
H -5.944 2.735 -0.315
H -5.583 2.201 -2.015
H -7.598 3.342 -1.730
C -0.408 -1.492 -3.022
N -1.403 -2.456 -2.373
C -1.635 -1.987 -0.939
C -2.654 -2.360 -3.252
C -0.807 -3.896 -2.424
C -1.535 -5.024 -1.599
O -2.859 -5.106 -1.997
H -0.263 -1.948 -4.001
H 0.476 -1.483 -2.384
H -0.875 -0.514 -3.138
H -0.753 -2.153 -0.320
H -2.388 -2.675 -0.555
H -2.024 -0.973 -0.841
H -3.519 -2.895 -2.859
H -2.381 -2.888 -4.166
H -2.823 -1.313 -3.503
H 0.212 -3.813 -2.044
H -0.836 -4.260 -3.450
H -1.532 -4.786 -0.536
H -0.960 -5.947 -1.673
H -3.318 -5.790 -1.504
*
```